(1)
This record from OMol25 describes an isolated ion of composition C6H13N2O4S2 and charge +1 at a distorted geometry. The level of theory is ωB97M-V/def2-TZVPD.

CARTESIAN COORDINATES (ANGSTROEM)
C (-2.66264, 1.29717, -1.52356)
S (-2.04290, 1.27378, 0.12859)
O (-2.85239, 0.60228, 1.10462)
O (-1.46518, 2.50525, 0.48839)
N (-0.38958, -0.17038, 0.10006)
C (0.84802, 0.19220, 0.00059)
C (1.92237, -0.90883, -0.12994)
C (3.21611, 0.03875, -0.21271)
C (2.75138, 1.48040, -0.10746)
N (1.34200, 1.41352, 0.05173)
S (-1.16114, -1.66665, -0.02155)
C (-1.74239, -2.18267, 1.62633)
O (-2.27342, -1.29098, -0.83736)
O (-0.20298, -2.55928, -0.52346)
H (-2.07901, 2.12768, -2.00986)
H (-2.59663, 0.32258, -1.88300)
H (-3.69383, 1.37536, -1.36828)
H (1.93511, -1.45229, 0.76585)
H (1.83375, -1.49264, -0.96299)
H (3.98797, -0.24524, 0.53001)
H (3.79623, -0.21630, -1.12622)
H (3.23374, 1.99810, 0.79875)
H (3.00928, 2.05891, -1.05474)
H (0.88474, 2.14163, 0.47433)
H (-2.83234, -1.94726, 1.46017)
H (-1.55210, -3.18834, 1.72357)
H (-1.21415, -1.50678, 2.50816)

Energy above the lowest of the compared OMol25 structures with the same formula, charge and spin ... 1.962 eV
SMILES ... CS(=O)(=O)[N+](=C1CCCN1)S(C)(=O)=O
LUMO energy ... -4.7 eV
Energy ... -1442.91794 Eh
E_HOMO ... -14.377 eV
Net charge ... +1
HOMO-LUMO gap ... 9.70 eV

(2)
This record from OMol25 describes a 2-piece molecular cluster, C6H13N2OS overall. The level of theory is ωB97M-V/def2-TZVPD.

CARTESIAN COORDINATES (ANGSTROEM)
C (0.34783, 0.33572, 1.35922)
C (-2.85914, -0.37464, 0.29338)
C (1.10945, 0.03642, 0.31096)
C (1.27058, -1.37993, -0.04598)
C (1.24901, 2.40137, -0.57138)
C (1.88735, 1.01818, -0.52202)
N (-2.18390, -1.25365, -0.31918)
N (0.23794, -2.16182, -0.08646)
O (2.48319, -1.76419, -0.30827)
S (-4.37189, 0.30652, -0.23398)
H (0.23949, 1.35104, 1.69388)
H (-0.13154, -0.42616, 1.95044)
H (-2.47067, -0.00079, 1.23083)
H (1.77042, 3.01464, -1.30136)
H (1.31011, 2.90262, 0.38988)
H (0.20525, 2.33043, -0.86682)
H (2.89871, 1.09380, -0.11498)
H (1.98105, 0.62319, -1.53580)
H (-2.59230, -1.58991, -1.18708)
H (-0.79050, -1.77521, -0.06696)
H (0.34927, -3.14549, -0.30595)
H (2.58933, -2.70068, -0.54485)
H (-4.52904, 1.15855, 0.78247)

Energy above the lowest of the compared OMol25 structures with the same formula, charge and spin ... 0.466 eV
LUMO energy ... -3.4 eV
Energy ... -819.10516 Eh
E_HOMO ... -13.374 eV
Net charge ... +1
HOMO-LUMO gap ... 9.97 eV

(3)
This record from OMol25 describes an isolated ion of composition C6H13N2P2 and charge +1 at a distorted geometry. The level of theory is ωB97M-V/def2-TZVPD.

CARTESIAN COORDINATES (ANGSTROEM)
C (2.18199, -2.02895, 0.77398)
C (1.16027, -1.69502, 0.00092)
C (0.28475, -0.49258, 0.24050)
C (-1.02745, -0.45379, -0.56774)
C (-2.12833, 0.45567, -0.14889)
N (-1.70682, 1.58881, 0.45542)
N (-3.44907, 0.23286, -0.24022)
P (1.36247, 1.06441, -0.25480)
C (2.88061, 0.45946, 0.03958)
P (4.15278, 0.59869, -1.14535)
H (2.83074, -2.95282, 0.47964)
H (2.32330, -1.58690, 1.67515)
H (0.85564, -2.33811, -0.93190)
H (0.30364, -0.18280, 1.36132)
H (-0.90234, -0.24605, -1.69822)
H (-1.22785, -1.51602, -0.76096)
H (-0.77822, 1.95962, 0.50211)
H (-2.30528, 2.34079, 0.73285)
H (-3.71560, -0.66917, -0.49112)
H (-4.07029, 1.04744, -0.24787)
H (0.94574, 2.10759, 0.83284)
H (0.60225, 1.58107, -1.40608)
H (4.86917, -0.42262, -0.62987)

Energy above the lowest of the compared OMol25 structures with the same formula, charge and spin ... 0.616 eV
SMILES ... C=C[C@H](CC(N)=[NH2+])[PH2]=C=P
LUMO energy ... -3.8 eV
Energy ... -1028.18482 Eh
E_HOMO ... -10.709 eV
Net charge ... +1
HOMO-LUMO gap ... 6.87 eV

(4)
This record from OMol25 describes C6H13N2S as an isolated structure at a distorted geometry. The level of theory is ωB97M-V/def2-TZVPD.

CARTESIAN COORDINATES (ANGSTROEM)
C (0.96070, -1.68261, 0.10991)
C (0.37939, 0.11797, 0.76075)
C (1.34728, -3.00883, -0.45591)
C (-1.67903, 1.56003, 0.86365)
C (-0.86730, 0.83638, -1.30477)
C (-0.48816, 1.12542, 0.08931)
N (1.45015, -0.44381, -0.10084)
N (-0.06401, -1.27947, 0.93710)
S (0.71406, 2.67838, -0.10153)
H (0.79622, 0.55882, 1.65085)
H (2.41388, -3.05640, -0.60150)
H (1.04503, -2.90084, -1.47590)
H (1.10694, -3.83852, 0.05997)
H (-2.20528, 2.43791, 0.43391)
H (-1.42429, 1.62706, 1.99222)
H (-2.49996, 0.85020, 0.81117)
H (-1.33274, 1.79170, -1.71001)
H (0.02187, 0.77768, -1.92582)
H (-1.35101, -0.07333, -1.28924)
H (2.20239, 0.05269, -0.51674)
H (-0.83442, -1.85702, 1.23200)
H (0.30830, 3.72659, 0.54142)

Energy above the lowest of the compared OMol25 structures with the same formula, charge and spin ... 2.381 eV
LUMO energy ... -3.5 eV
Energy ... -743.80993 Eh
E_HOMO ... -12.888 eV
Net charge ... +1
HOMO-LUMO gap ... 9.42 eV

(5)
This record from OMol25 describes an isolated ion of composition C6H13N2S and charge +1 at a distorted geometry. The level of theory is ωB97M-V/def2-TZVPD.

CARTESIAN COORDINATES (ANGSTROEM)
C (2.91324, 0.71378, 0.59472)
S (1.64977, 1.20414, -0.60669)
C (0.58897, -0.26349, -0.80207)
C (1.15764, -1.45179, -0.24342)
N (1.64765, -2.37783, 0.20972)
N (-0.91037, -0.01482, -0.18296)
C (-1.46407, 1.24044, -0.69326)
C (-1.74238, -1.15786, -0.58423)
C (-0.78661, 0.03988, 1.28109)
H (3.55151, 1.59094, 0.67410)
H (3.49059, -0.12148, 0.20983)
H (2.48004, 0.48234, 1.56269)
H (0.40750, -0.38457, -1.87348)
H (-0.81086, 2.07281, -0.43669)
H (-1.57660, 1.20059, -1.77442)
H (-2.44146, 1.41010, -0.24348)
H (-1.27610, -2.09633, -0.28471)
H (-2.71886, -1.08818, -0.10619)
H (-1.88627, -1.16336, -1.66412)
H (-0.35906, -0.88857, 1.65966)
H (-0.14802, 0.87381, 1.56844)
H (-1.76624, 0.17945, 1.73549)

Energy above the lowest of the compared OMol25 structures with the same formula, charge and spin ... 1.847 eV
SMILES ... CS[C@@H](C#N)[N+](C)(C)C
LUMO energy ... -3.1 eV
Energy ... -743.82954 Eh
E_HOMO ... -13.691 eV
Net charge ... +1
HOMO-LUMO gap ... 10.61 eV

(6)
This record from OMol25 describes an isolated molecule of C6H13N3. The level of theory is ωB97M-V/def2-TZVPD.

CARTESIAN COORDINATES (ANGSTROEM)
H (-1.76456, 2.27576, -0.59116)
N (-0.95135, 1.82974, -0.16975)
C (-0.31868, 1.04660, -0.91645)
C (0.91129, 0.31855, -0.41817)
C (1.52754, 1.04400, 0.77713)
N (1.92597, 0.21898, -1.46061)
C (0.49394, -1.13326, -0.03825)
C (-0.99425, -1.27144, 0.15209)
C (-1.54817, -0.85390, 1.48212)
N (-1.66321, -1.70538, -0.82548)
H (-2.66601, -1.77556, -0.66614)
H (-0.57860, 0.82436, -1.96213)
H (1.72662, 2.07992, 0.51838)
H (0.84263, 1.03144, 1.61834)
H (2.46020, 0.55882, 1.05174)
H (1.53716, -0.18584, -2.30423)
H (2.28935, 1.13774, -1.68806)
H (0.79042, -1.78992, -0.85957)
H (1.02038, -1.43440, 0.86365)
H (-1.45269, 0.22732, 1.58098)
H (-0.98758, -1.32134, 2.28819)
H (-2.60048, -1.12220, 1.56741)

Energy above the lowest of the compared OMol25 structures with the same formula, charge and spin ... 0.840 eV
SMILES ... [H]/N=C/[C@](C)(N)C/C(C)=N/[H]
LUMO energy ... 1.0 eV
Energy ... -400.66214 Eh
E_HOMO ... -9.403 eV
Net charge ... 0
HOMO-LUMO gap ... 10.38 eV